C24H33AsAuN3OS4SeSi as an isolated structure. Source: the OMol25 dataset; level of theory: wB97M-V/def2-TZVPD.

XYZ file:
```
69
Properties=species:S:1:pos:R:3:forces:R:3
Au 0.1011 0.2082 -0.0374 -0.165 0.380 0.720
O -3.3599 -1.1975 5.4987 -0.036 -0.011 0.072
C -2.7951 -1.0759 4.4519 -0.036 -0.012 -0.004
S -3.5157 -0.2657 3.0343 0.088 -0.065 0.043
C -2.1401 -0.5028 1.9884 0.072 0.069 -0.243
C -1.0713 -1.1276 2.4909 0.144 -0.069 -0.403
S 0.3641 -1.4934 1.5174 -0.125 -0.112 0.534
S -1.1347 -1.6470 4.1537 -0.090 0.022 -0.054
S -2.2313 0.0471 0.3028 -0.168 -0.124 0.157
C 2.0581 3.6885 -1.5920 0.052 0.013 0.006
C 1.0216 2.9980 -2.4673 0.007 0.000 -0.117
As -0.3811 2.1410 -1.4387 -0.042 -0.092 -0.082
C -1.8067 1.6847 -2.6960 -0.062 0.096 0.012
C -1.5949 2.1556 -4.1297 -0.025 0.023 -0.015
C -1.1246 3.5758 -0.3728 0.028 -0.002 0.085
C -1.5692 4.7706 -1.2055 -0.031 0.055 0.035
H 2.8726 4.0668 -2.2114 -0.008 0.025 0.007
H 2.4805 3.0092 -0.8556 -0.011 0.009 -0.057
H 1.6288 4.5352 -1.0542 -0.016 -0.009 0.010
H 1.4772 2.2332 -3.0990 0.018 0.000 0.031
H 0.5257 3.7124 -3.1277 0.034 -0.046 -0.029
H -2.7170 2.1140 -2.2714 0.019 -0.022 -0.012
H -1.9107 0.6018 -2.6428 0.012 -0.011 -0.040
H -1.4587 3.2357 -4.1989 -0.024 -0.001 0.030
H -2.4655 1.8990 -4.7339 -0.001 -0.025 -0.012
H -0.7287 1.6787 -4.5882 0.018 0.001 -0.001
H -0.3673 3.8496 0.3650 -0.010 -0.014 -0.029
H -1.9516 3.1156 0.1727 0.008 0.047 -0.024
H -0.7347 5.2322 -1.7355 0.017 -0.013 0.009
H -2.0034 5.5333 -0.5582 -0.007 0.009 -0.010
H -2.3275 4.5003 -1.9424 0.004 -0.032 0.003
C 2.7375 -1.7903 -1.1081 -0.057 -0.012 -0.006
Si 3.3846 -0.2170 -0.3490 -0.104 0.141 0.138
C 4.6005 -0.7049 0.9791 0.028 -0.042 0.037
C 4.2596 0.7145 -1.7239 -0.021 0.059 -0.045
N 2.0605 0.7078 0.3222 0.279 0.048 -0.414
C 2.2017 1.7165 1.2757 0.147 -0.300 -0.239
C 3.4315 2.3878 1.4040 -0.010 0.120 0.097
C 3.6175 3.3861 2.3421 -0.017 0.020 0.006
C 2.5835 3.7750 3.1841 0.032 -0.017 0.000
C 1.3620 3.1345 3.0604 -0.028 0.022 0.004
C 1.1671 2.1257 2.1280 -0.045 0.027 0.083
H 3.5906 -2.3686 -1.4698 0.046 -0.015 -0.028
H 2.0827 -1.6115 -1.9592 -0.048 0.017 -0.045
H 2.2033 -2.4115 -0.3903 -0.058 -0.053 0.050
H 5.3649 -1.3536 0.5457 0.029 -0.032 0.000
H 4.0742 -1.2710 1.7497 -0.004 -0.027 0.041
H 5.1043 0.1275 1.4650 0.015 0.047 0.014
H 5.1264 0.1579 -2.0850 0.022 -0.055 -0.011
H 4.6064 1.7015 -1.4179 0.019 0.046 -0.001
H 3.5804 0.8489 -2.5703 -0.009 0.023 -0.035
H 4.2501 2.1397 0.7441 0.032 -0.044 -0.027
H 4.5825 3.8736 2.4043 0.013 0.009 0.015
H 2.7316 4.5505 3.9223 -0.005 0.027 0.004
H 0.5388 3.4072 3.7085 -0.021 0.015 0.023
H 0.2010 1.6363 2.0969 0.008 -0.043 -0.001
Se -1.6319 -2.9990 -1.5099 0.088 0.100 0.008
N -0.7243 -1.5760 -2.0670 0.049 -0.170 -0.350
C -0.2572 -1.8654 -3.2685 0.062 0.143 -0.088
C 0.5346 -0.9789 -4.0734 -0.023 -0.059 0.154
C 0.9486 -1.3938 -5.2905 0.020 -0.135 -0.115
C 0.6145 -2.6986 -5.8001 0.029 0.139 0.035
C -0.1227 -3.5691 -5.0764 -0.054 0.029 0.129
C -0.5831 -3.1719 -3.7757 -0.032 -0.187 -0.139
N -1.3128 -3.9317 -2.9789 -0.031 0.055 0.074
H 0.8105 -0.0083 -3.6828 -0.023 0.040 0.042
H 1.5574 -0.7410 -5.9024 0.000 0.013 -0.015
H 0.9686 -2.9774 -6.7829 0.019 -0.001 -0.021
H -0.3783 -4.5517 -5.4450 -0.014 -0.039 0.003
```
Forces are in eV/Å.

Its HOMO energy is -7.273 eV. Its energy relative to the best compared isomer or geometry (same formula, charge and spin) is 49.6 kJ/mol. The calculation puts the frontier orbital gap at 6.28 eV. The lowest unoccupied orbital energy is -1.0 eV.

These are the natural (NBO) partial charges, in e, on atoms 1 to 2: 0.9879 -0.5510